This record from the OMol25 dataset describes a structure of composition C35H31BrCdN7O4. The level of theory is ωB97M-V/def2-TZVPD.

Calculated values
DFT total energy   -4778.3913 hartree
Net charge   -1
Relative energy (zero: lowest compared OMol25 entry of this formula, charge and spin)   0.443 eV
HOMO energy   -4.5961 eV
Orbital gap   6.97 eV

```
79
C35H31BrCdN7O4 | the OMol25 dataset | ωB97M-V/def2-TZVPD
Cd -0.45 0.84 -0.66
O -5.39 -1.93 -0.56
C -5.33 -1.53 -1.87
C -6.39 -1.89 -2.71
C -6.38 -1.49 -4.03
C -5.33 -0.72 -4.52
C -4.28 -0.39 -3.69
C -4.25 -0.81 -2.37
C -3.08 -0.42 -1.46
O -2.21 0.44 -1.98
N -2.40 -1.74 -1.13
N -1.15 -1.75 -0.75
C -0.63 -2.84 -0.29
C 0.76 -2.98 0.12
Br 1.92 -1.56 -0.38
C 1.17 -4.03 0.84
C 2.48 -4.34 1.43
C 2.49 -4.93 2.70
C 3.68 -5.20 3.36
C 4.89 -4.90 2.76
C 4.90 -4.36 1.48
C 3.71 -4.09 0.82
H -4.89 -1.29 -0.03
H -7.20 -2.47 -2.30
H -7.21 -1.76 -4.68
H -5.34 -0.38 -5.55
H -3.43 0.20 -4.03
H -3.51 -0.07 -0.49
H -2.98 -2.54 -0.93
H -1.24 -3.73 -0.17
H 0.38 -4.73 1.11
H 1.55 -5.16 3.18
H 3.66 -5.64 4.35
H 5.83 -5.08 3.28
H 5.84 -4.15 0.98
H 3.74 -3.70 -0.19
C -1.67 -0.99 4.11
C -1.76 0.30 4.59
C -0.92 1.26 4.06
C -0.03 0.91 3.04
N 0.05 -0.34 2.58
C -0.75 -1.26 3.11
C 0.90 1.93 2.47
C 1.26 3.03 3.24
C 2.18 3.94 2.75
C 2.76 3.70 1.52
C 2.37 2.57 0.82
N 1.43 1.73 1.25
H -2.33 -1.77 4.48
H -2.48 0.57 5.35
H -0.99 2.29 4.40
H -0.65 -2.26 2.71
H 0.86 3.15 4.24
H 2.45 4.81 3.34
H 3.50 4.38 1.11
H 2.82 2.34 -0.13
N -1.36 3.26 -0.92
N -2.46 3.40 -0.05
C -2.91 2.24 0.66
O -4.07 2.30 1.08
O -2.06 1.31 0.83
H -0.82 4.11 -0.92
H -1.66 3.03 -1.86
H -3.24 3.91 -0.42
C 0.72 1.13 -2.60
C 1.95 1.86 -2.57
C 3.21 1.20 -2.53
C 4.39 1.88 -2.50
C 4.41 3.29 -2.51
C 3.19 3.97 -2.55
C 2.00 3.27 -2.59
C 5.64 4.00 -2.51
N 6.64 4.58 -2.52
H 0.82 0.10 -2.93
H -0.10 1.63 -3.12
H 3.22 0.11 -2.51
H 5.33 1.35 -2.46
H 3.18 5.05 -2.56
H 1.06 3.82 -2.62
```

This record from the OMol25 dataset describes a structure of composition C47H44BClGaGeN9S2. The level of theory is ωB97M-V/def2-TZVPD.

Calculated values
DFT total energy   -7593.4235 hartree
Relative energy (zero: lowest compared OMol25 entry of this formula, charge and spin)   0.000 eV
HOMO energy   -6.0391 eV
Orbital gap   5.95 eV

```
106
C47H44BClGaGeN9S2 | the OMol25 dataset | ωB97M-V/def2-TZVPD
Ga -0.35 0.76 1.19
C -0.31 -4.54 0.32
N 0.84 -3.96 0.99
C 2.09 -4.53 1.05
C 2.84 -3.73 1.83
N 2.06 -2.68 2.25
B 2.62 -1.54 3.19
N 1.53 -1.13 4.22
C 1.19 -1.92 5.30
C 0.29 -1.24 6.04
N 0.08 -0.03 5.40
C -0.73 1.04 5.95
C 0.84 0.00 4.28
S 0.91 1.33 3.18
C 0.82 -2.82 1.73
S -0.55 -1.82 1.92
H 0.00 -4.95 -0.64
H -1.05 -3.76 0.17
H -0.75 -5.33 0.94
H 2.32 -5.46 0.55
H 3.86 -3.83 2.15
H 3.54 -2.04 3.80
H 2.96 -0.58 2.56
H 1.62 -2.89 5.44
H -0.22 -1.49 6.96
H -1.76 0.71 6.05
H -0.69 1.89 5.27
H -0.34 1.34 6.92
C -1.89 0.79 0.06
Ge -1.71 0.58 -1.81
C -0.59 -0.86 -2.62
C -0.62 -1.12 -3.99
C 0.21 -2.07 -4.56
C 1.08 -2.81 -3.77
C 1.11 -2.59 -2.40
C 0.27 -1.63 -1.83
C -1.14 2.23 -2.76
C -0.08 2.29 -3.68
C 0.23 3.46 -4.36
C -0.51 4.61 -4.14
C -1.58 4.57 -3.25
C -1.88 3.39 -2.58
C -3.50 0.24 -2.58
C -4.44 -0.50 -1.86
C -5.69 -0.78 -2.39
C -6.03 -0.32 -3.66
C -5.11 0.42 -4.39
C -3.86 0.70 -3.85
H -2.46 -0.09 0.39
H -1.30 -0.56 -4.63
H 0.17 -2.26 -5.63
H 1.73 -3.55 -4.21
H 1.78 -3.17 -1.77
H 0.26 -1.49 -0.76
H 0.51 1.40 -3.87
H 1.05 3.47 -5.06
H -0.28 5.52 -4.67
H -2.18 5.46 -3.09
H -2.74 3.37 -1.91
H -4.19 -0.85 -0.87
H -6.41 -1.35 -1.81
H -7.01 -0.54 -4.07
H -5.37 0.79 -5.37
H -3.16 1.30 -4.43
N 7.61 -5.02 -2.78
C 6.85 -4.21 -2.49
C 5.90 -3.19 -2.13
C 5.26 -2.45 -3.12
C 4.33 -1.48 -2.77
C 4.06 -1.24 -1.43
C 4.70 -1.98 -0.44
C 5.61 -2.96 -0.79
N 3.10 -0.27 -1.07
C 2.67 0.82 -1.81
C 1.70 1.41 -1.07
N 1.52 0.70 0.10
C 2.35 -0.30 0.05
H 5.46 -2.65 -4.16
H 3.79 -0.95 -3.54
H 4.49 -1.79 0.61
H 6.11 -3.53 -0.02
H 3.11 1.09 -2.75
H 1.12 2.28 -1.32
H 2.44 -1.06 0.81
C 0.12 5.89 0.73
C 1.24 5.17 1.12
C 1.15 3.80 1.22
N 0.02 3.13 0.97
C -1.05 3.82 0.58
C -1.05 5.20 0.46
H 0.16 6.97 0.64
H 2.18 5.67 1.34
H 2.01 3.20 1.51
H -1.92 3.20 0.37
H -1.94 5.71 0.13
Cl -5.00 -1.50 5.14
C -4.22 -0.12 4.44
C -4.74 1.15 4.62
C -4.06 2.21 4.05
C -2.90 1.96 3.33
N -2.41 0.74 3.16
C -3.06 -0.29 3.70
H -5.65 1.29 5.19
H -4.42 3.22 4.16
H -2.34 2.77 2.89
H -2.64 -1.28 3.55
```

This record from the OMol25 dataset describes an isolated molecule of C21H29N3O2S. The level of theory is ωB97M-V/def2-TZVPD.

Calculated values
DFT total energy   -1530.5340 hartree
Relative energy (zero: lowest compared OMol25 entry of this formula, charge and spin)   3.137 eV
SMILES   CCN1CCN([C@H](CNS(=O)(=O)c2ccc(C)cc2)c2ccccc2)CC1
HOMO energy   -8.7559 eV
Orbital gap   9.48 eV

```
56
C21H29N3O2S | the OMol25 dataset | ωB97M-V/def2-TZVPD
C 6.07 3.73 0.10
C 5.58 2.49 0.84
N 4.66 1.70 0.03
C 3.36 2.32 -0.11
C 2.47 1.51 -1.04
N 2.29 0.17 -0.51
C 1.39 -0.68 -1.27
C 0.00 -0.02 -1.47
N -0.59 0.40 -0.22
S -1.74 -0.60 0.48
O -1.90 -1.80 -0.28
O -1.46 -0.67 1.89
C -3.19 0.42 0.25
C -3.47 1.43 1.16
C -4.57 2.24 0.95
C -5.40 2.05 -0.15
C -6.60 2.91 -0.34
C -5.10 1.03 -1.04
C -4.00 0.21 -0.85
C 1.15 -1.98 -0.55
C 1.08 -2.03 0.83
C 0.76 -3.21 1.48
C 0.50 -4.35 0.74
C 0.57 -4.32 -0.64
C 0.90 -3.14 -1.28
C 3.60 -0.45 -0.39
C 4.48 0.36 0.55
H 6.90 4.18 0.65
H 5.29 4.47 0.00
H 6.42 3.45 -0.89
H 5.13 2.78 1.80
H 6.44 1.85 1.05
H 3.49 3.33 -0.52
H 2.86 2.41 0.87
H 1.51 2.01 -1.12
H 2.94 1.48 -2.04
H 1.80 -0.88 -2.28
H -0.67 -0.76 -1.90
H 0.06 0.84 -2.15
H 0.11 0.68 0.45
H -2.82 1.55 2.01
H -4.80 3.02 1.66
H -7.40 2.60 0.32
H -6.37 3.95 -0.11
H -6.97 2.85 -1.37
H -5.74 0.87 -1.90
H -3.76 -0.59 -1.52
H 1.28 -1.14 1.41
H 0.69 -3.23 2.55
H 0.24 -5.27 1.25
H 0.37 -5.21 -1.22
H 0.94 -3.11 -2.36
H 3.49 -1.46 -0.01
H 4.10 -0.50 -1.38
H 5.46 -0.12 0.64
H 4.01 0.38 1.55
```

Q: DFT total energy of number 3 (C21H29N3O2S)?
A: -1530.5340 hartree

Repeat the first record exactly.
This record from the OMol25 dataset describes a structure of composition C35H31BrCdN7O4. The level of theory is ωB97M-V/def2-TZVPD.

Calculated values
DFT total energy   -4778.3913 hartree
Net charge   -1
Relative energy (zero: lowest compared OMol25 entry of this formula, charge and spin)   0.443 eV
HOMO energy   -4.5961 eV
Orbital gap   6.97 eV

```
79
C35H31BrCdN7O4 | the OMol25 dataset | ωB97M-V/def2-TZVPD
Cd -0.45 0.84 -0.66
O -5.39 -1.93 -0.56
C -5.33 -1.53 -1.87
C -6.39 -1.89 -2.71
C -6.38 -1.49 -4.03
C -5.33 -0.72 -4.52
C -4.28 -0.39 -3.69
C -4.25 -0.81 -2.37
C -3.08 -0.42 -1.46
O -2.21 0.44 -1.98
N -2.40 -1.74 -1.13
N -1.15 -1.75 -0.75
C -0.63 -2.84 -0.29
C 0.76 -2.98 0.12
Br 1.92 -1.56 -0.38
C 1.17 -4.03 0.84
C 2.48 -4.34 1.43
C 2.49 -4.93 2.70
C 3.68 -5.20 3.36
C 4.89 -4.90 2.76
C 4.90 -4.36 1.48
C 3.71 -4.09 0.82
H -4.89 -1.29 -0.03
H -7.20 -2.47 -2.30
H -7.21 -1.76 -4.68
H -5.34 -0.38 -5.55
H -3.43 0.20 -4.03
H -3.51 -0.07 -0.49
H -2.98 -2.54 -0.93
H -1.24 -3.73 -0.17
H 0.38 -4.73 1.11
H 1.55 -5.16 3.18
H 3.66 -5.64 4.35
H 5.83 -5.08 3.28
H 5.84 -4.15 0.98
H 3.74 -3.70 -0.19
C -1.67 -0.99 4.11
C -1.76 0.30 4.59
C -0.92 1.26 4.06
C -0.03 0.91 3.04
N 0.05 -0.34 2.58
C -0.75 -1.26 3.11
C 0.90 1.93 2.47
C 1.26 3.03 3.24
C 2.18 3.94 2.75
C 2.76 3.70 1.52
C 2.37 2.57 0.82
N 1.43 1.73 1.25
H -2.33 -1.77 4.48
H -2.48 0.57 5.35
H -0.99 2.29 4.40
H -0.65 -2.26 2.71
H 0.86 3.15 4.24
H 2.45 4.81 3.34
H 3.50 4.38 1.11
H 2.82 2.34 -0.13
N -1.36 3.26 -0.92
N -2.46 3.40 -0.05
C -2.91 2.24 0.66
O -4.07 2.30 1.08
O -2.06 1.31 0.83
H -0.82 4.11 -0.92
H -1.66 3.03 -1.86
H -3.24 3.91 -0.42
C 0.72 1.13 -2.60
C 1.95 1.86 -2.57
C 3.21 1.20 -2.53
C 4.39 1.88 -2.50
C 4.41 3.29 -2.51
C 3.19 3.97 -2.55
C 2.00 3.27 -2.59
C 5.64 4.00 -2.51
N 6.64 4.58 -2.52
H 0.82 0.10 -2.93
H -0.10 1.63 -3.12
H 3.22 0.11 -2.51
H 5.33 1.35 -2.46
H 3.18 5.05 -2.56
H 1.06 3.82 -2.62
```